26
Properties=species:S:1:pos:R:3:forces:R:3 method="wB97M-V/def2-TZVPD" total_energy_ha=-1222.15245 smiles=CCSSCCCO.O.O e_above_lowest_kcal_mol=17.55 charge=0 fmax_ev_per_a=2.2
C -1.80807 1.30700 -2.30635 -0.249 1.255 0.287
C -0.59216 1.12959 -1.40392 -0.773 -1.020 0.655
S 0.80392 0.15028 -2.03132 1.029 0.636 -0.139
S 0.60553 -1.88738 -2.20235 -1.007 0.285 0.124
C 0.44245 -2.40119 -0.49062 -0.550 0.542 1.386
C 1.73021 -2.29243 0.39274 -1.274 -0.862 -0.664
C 1.51913 -1.20148 1.40676 0.664 -0.332 2.084
O 0.36416 -1.43554 2.24015 -0.813 -0.082 -0.097
H -2.48611 2.06215 -1.85873 0.314 -0.145 -0.012
H -2.45711 0.44198 -2.34431 0.285 -0.470 -0.408
H -1.56153 1.72797 -3.29108 0.002 -0.547 0.149
H -0.12481 2.08056 -1.10751 0.112 -0.455 -0.687
H -0.93760 0.73403 -0.43161 0.191 -0.142 -0.280
H -0.16675 -3.32089 -0.43296 1.029 -0.228 -0.351
H -0.27868 -1.76573 0.07052 0.218 0.115 -0.913
H 2.64641 -2.16670 -0.18407 -0.139 0.280 -0.114
H 1.84858 -3.24705 0.92272 0.090 0.214 0.127
H 2.41728 -1.17955 2.06290 -0.388 0.417 -0.380
H 1.23000 -0.20331 1.08761 0.762 -0.063 -0.932
H 0.37874 -2.07828 2.94726 0.780 -0.483 -0.071
O -0.74611 3.91282 -0.62215 -1.038 -0.134 1.179
H -1.63016 3.55544 -0.80738 0.209 0.317 -0.721
H -0.79020 3.73241 0.33588 0.722 0.402 -0.178
O -0.51792 1.02887 2.67462 0.976 -1.073 0.087
H -0.30725 0.05379 2.70904 -1.090 0.570 -0.178
H 0.41805 1.26264 2.66419 -0.062 1.001 0.047



60
Properties=species:S:1:pos:R:3:forces:R:3 method="wB97M-V/def2-TZVPD" total_energy_ha=-1435.35872 e_above_lowest_kcal_mol=35.16 charge=-1 fmax_ev_per_a=3.5
C -0.54779 3.37487 -1.01435 -0.856 1.831 0.683
C -1.11602 3.93386 0.10543 0.538 -0.760 -1.435
C -2.32859 3.47062 0.68287 -2.627 -1.358 1.335
N -3.31611 3.08383 1.18189 2.211 1.014 -1.221
C -0.53959 5.07515 0.73407 1.546 2.573 1.252
N -0.03381 6.02732 1.19751 -1.359 -2.236 -0.990
C 0.62943 4.02888 -1.60357 1.258 0.465 -0.417
C 1.77081 4.36868 -0.83899 -0.206 -0.013 -0.163
C 2.83873 5.08361 -1.39664 -0.280 -0.153 -0.356
C 2.78889 5.48415 -2.74155 -0.474 -0.146 0.214
C 1.64501 5.18798 -3.50399 0.271 -0.210 0.231
C 0.60007 4.44703 -2.94989 -0.173 -0.020 0.354
H -1.09283 2.63893 -1.60538 0.188 0.018 0.395
H 1.79694 4.08992 0.21631 0.089 0.011 -0.372
H 3.70895 5.32983 -0.77893 -0.384 -0.124 -0.248
H 3.61741 6.04396 -3.18755 -0.337 -0.225 0.195
H 1.57550 5.51361 -4.54432 0.042 -0.083 0.346
H -0.30988 4.24794 -3.52178 0.377 -0.002 -0.013
C 1.77414 -4.91111 -2.03381 -0.326 -0.367 0.110
C 2.20707 -3.45867 -1.98327 -0.312 0.234 -0.203
C 2.99568 -3.19861 -0.71698 0.072 0.279 0.378
C 3.06270 -3.12352 -3.20117 -0.028 0.230 -0.201
O 1.01390 -2.57438 -2.05710 1.649 -0.780 -0.115
C 0.16397 -2.56618 -0.99724 -1.573 1.054 0.294
C -0.62957 -1.32196 -0.89813 1.878 -0.987 -2.193
N -1.66560 -1.45887 -0.14082 -1.006 -0.801 3.300
C -2.03292 -1.01473 1.04330 -0.270 1.306 -1.211
C -2.90451 -1.89235 1.84307 -0.144 -0.001 0.250
C -3.70775 -1.38808 2.88205 -0.011 -0.410 -0.147
C -4.42108 -2.25677 3.70833 0.132 -0.280 -0.154
C -4.35974 -3.64188 3.49637 0.008 0.103 0.000
C -3.58989 -4.14885 2.43904 -0.009 0.585 -0.025
C -2.86892 -3.27855 1.61397 -0.252 -0.388 0.443
C -1.33313 0.15000 1.60382 -0.889 -0.549 0.107
C -1.14499 0.37434 2.98679 0.658 0.282 -0.018
C -0.12137 1.22365 3.39941 -0.423 -0.075 -0.025
C 0.78376 1.75774 2.46971 0.422 -0.055 -0.199
C 0.62163 1.48571 1.10777 -0.416 0.839 0.697
C -0.57573 0.91104 0.70152 0.622 -0.636 -0.405
O 0.08781 -3.44029 -0.13815 0.423 -0.203 -0.683
H 1.12731 -5.07020 -2.90451 0.053 -0.055 0.157
H 2.63617 -5.59128 -2.10715 -0.109 0.272 -0.026
H 1.21914 -5.13162 -1.11490 0.052 -0.089 -0.365
H 3.32104 -2.15202 -0.67108 -0.091 -0.143 0.033
H 2.38630 -3.43035 0.16016 0.148 0.099 -0.113
H 3.88695 -3.83344 -0.70234 -0.045 0.031 -0.049
H 3.43351 -2.09214 -3.15564 -0.152 -0.133 0.007
H 3.93787 -3.78743 -3.24104 -0.236 0.093 0.083
H 2.50014 -3.24880 -4.13468 0.031 0.024 0.204
H -0.29181 -0.48884 -1.50881 0.059 0.207 0.348
H -3.75462 -0.30934 3.02879 -0.097 -0.269 -0.010
H -5.01486 -1.85406 4.52923 0.072 -0.110 -0.183
H -4.90240 -4.32460 4.15964 0.165 0.269 -0.260
H -3.53908 -5.22306 2.25901 -0.008 0.224 0.087
H -2.22683 -3.67394 0.82549 -0.173 0.287 0.166
H -1.78143 -0.12708 3.71270 0.338 0.128 -0.134
H -0.01179 1.45169 4.45885 0.026 -0.019 -0.189
H 1.58336 2.42944 2.79397 -0.031 -0.474 0.011
H 1.37422 1.78695 0.37417 -0.360 0.252 0.210
H -0.92576 1.01226 -0.32149 0.326 -0.560 0.233



48
Properties=species:S:1:pos:R:3:forces:R:3 method="wB97M-V/def2-TZVPD" total_energy_ha=-5565.33195 spin_multiplicity=5 charge=+2 fmax_ev_per_a=2.8
Ir 0.31830 0.25311 0.45353 -1.397 -0.035 0.652
Cl 1.11827 -0.45080 3.37893 1.318 -1.136 -0.210
C -0.12129 0.68643 3.44043 -1.439 1.441 -0.682
C -0.66603 1.12475 2.16274 1.703 -1.498 1.707
C -1.66328 2.05411 2.27470 -0.790 0.859 1.693
Cl -2.50029 2.66160 0.89446 -0.073 0.167 -0.466
C -2.08897 2.56339 3.54502 1.836 -1.808 0.394
Cl -3.26718 3.71729 3.63366 -1.277 1.207 0.028
C -1.50968 2.08387 4.78303 -1.119 0.944 -2.237
Cl -2.06902 2.68531 6.24911 -0.153 0.207 0.558
C -0.51865 1.13772 4.72536 0.545 -0.700 -1.721
Cl 0.20176 0.53112 6.13382 0.169 -0.146 0.302
Cl 3.43578 -1.21822 -0.00839 0.066 1.179 -0.137
C 3.30466 0.51388 -0.24230 -1.232 -1.583 0.223
C 2.04944 1.11944 -0.28056 -0.596 -0.129 0.268
C 2.03930 2.48835 -0.52238 -2.423 -0.847 -0.004
Cl 0.48344 3.26438 -0.64266 0.945 -0.301 0.090
C 3.19234 3.24503 -0.68399 1.181 2.018 -0.366
Cl 3.09740 4.92840 -0.96748 0.104 -1.071 0.192
C 4.43067 2.60752 -0.61191 1.031 -0.239 0.005
Cl 5.86774 3.50946 -0.79460 -0.098 -0.057 0.009
C 4.48948 1.22954 -0.40280 2.141 1.048 -0.238
Cl 6.00468 0.43713 -0.34669 -0.632 0.386 -0.023
N 0.09479 -0.31870 -2.73398 0.157 -0.041 -0.253
C -0.67127 -1.60932 -2.91529 -0.070 -0.109 -0.008
C -2.14749 -1.38333 -2.61832 0.012 0.037 0.058
C -2.49922 -1.34224 -1.13432 0.112 0.036 0.121
N -1.96467 -0.13091 -0.45722 0.243 0.007 -0.277
C -1.99579 -2.59451 -0.42294 -0.018 0.029 0.017
C -0.50655 -2.86710 -0.61027 0.076 0.044 -0.030
N 0.32278 -2.03766 0.31379 0.034 -0.012 -0.020
C -0.06940 -2.74334 -2.08009 0.018 0.083 0.055
H -0.37031 0.46676 -3.19446 -0.023 -0.059 -0.014
H 1.04460 -0.37682 -3.10954 -0.089 -0.091 -0.012
H 0.18215 -0.08326 -1.72291 0.010 0.245 0.134
H -0.54820 -1.85077 -3.97009 -0.021 -0.019 -0.019
H -2.68859 -2.22429 -3.05660 -0.008 0.020 -0.030
H -2.51624 -0.49246 -3.13711 0.010 0.000 0.012
H -3.58931 -1.32716 -1.06647 -0.019 -0.010 0.013
H -2.38614 -0.08533 0.46740 0.040 0.091 0.060
H -2.29289 0.71508 -0.91731 -0.052 -0.030 0.049
H -2.55420 -3.45087 -0.80677 0.013 -0.005 -0.001
H -2.22695 -2.53954 0.64511 -0.012 -0.003 -0.026
H -0.32314 -3.90830 -0.33849 -0.026 -0.032 0.009
H 1.30785 -2.24421 0.15701 -0.207 -0.097 0.073
H 0.13724 -2.34183 1.26754 -0.020 0.024 0.071
H -0.39070 -3.66224 -2.57438 0.023 -0.003 -0.007
H 1.02275 -2.74048 -2.15533 0.008 -0.011 -0.013



> Look up the charge of the second one.

-1